1.
C5H6B2F4IO | ωB97M-V/def2-TZVPD

Geometry (Å):
1 C 2.11856 -0.29531 -0.67265
2 C 1.10053 0.53904 -1.21763
3 C -0.21217 1.31704 -1.88439
4 B -1.46892 1.03935 -0.84900
5 I -1.39594 1.80147 1.20611
6 C -2.79885 0.14708 -1.34148
7 C -2.29603 -1.44371 -1.22016
8 O -1.85520 -2.12732 -2.30206
9 H 2.86947 -1.19762 -0.45852
10 H -0.00369 2.47758 -1.99149
11 H -0.50534 0.81316 -2.92527
12 H -3.69447 0.35589 -0.59565
13 H -3.07811 0.41443 -2.46708
14 H -2.30750 -1.89506 -0.12418
15 B 2.70555 -0.38918 3.36867
16 F 2.75327 1.02074 3.01728
17 F 3.55342 -1.14404 2.46035
18 F 3.17861 -0.56512 4.73218
19 F 1.33682 -0.86842 3.26497

Atoms 1-3, force components in eV/Å:
C -7.5 5.0 -4.6
C 6.3 -6.0 3.0
C 1.0 -0.7 0.6

The value obtained for the frontier orbital gap is 8.1 eV. Its net charge is -1. The calculation puts the lowest unoccupied orbital energy at 0.0577 Ha. The value obtained for the HOMO energy is -6.55 eV. Its spin multiplicity is 1.

2.
C5H6Cl2 | ωB97M-V/def2-TZVPD

Geometry (Å):
1 C -0.00752 2.14078 -0.11108
2 C 0.70627 -2.52235 -0.08398
3 C -0.92571 1.23547 -0.51969
4 C 0.90340 -1.22732 -0.26571
5 C -1.45922 0.26830 0.31363
6 Cl 1.80114 0.05614 -0.27379
7 Cl -2.93081 -0.52348 -0.23261
8 H 0.72896 2.79711 -0.54995
9 H 0.36810 2.02851 0.85183
10 H 1.46494 -3.25845 -0.17512
11 H -0.30536 -2.89096 -0.08043
12 H -1.13227 1.14953 -1.52733
13 H -1.20050 0.43955 1.41337

Atoms 1-3, force components in eV/Å:
C 0.9 0.0 0.2
C -0.1 1.5 -0.9
C 0.5 0.6 0.4

The value obtained for the frontier orbital gap (spin up / spin down) is 7.6 / 8.0 eV. Its net charge is 0. The calculation puts the lowest unoccupied orbital energy (spin up / spin down) at -0.0131 / 0.0051 Ha. The value obtained for the HOMO energy (spin up / spin down) is -7.97 / -7.86 eV. As for the energy relative to the best compared isomer or geometry (same formula, charge and spin): 456.0 kJ/mol. Its spin multiplicity is 1.

3.
C5H6Cl2LuO4STl | ωB97M-V/def2-TZVPD

Geometry (Å):
1 Tl -2.35163 -4.73067 -3.41640
2 Lu -0.05972 1.56115 -0.34226
3 Cl -0.35859 -5.45187 -2.26406
4 Cl -2.27501 2.26046 0.14698
5 C 0.29176 3.72892 -1.05179
6 C -2.37665 -6.71599 -4.43906
7 C -3.94199 -4.31789 -4.51437
8 O 0.41729 4.79021 -1.41084
9 O -2.38987 -7.71170 -4.98260
10 O -4.88919 -4.06934 -5.19097
11 C 1.03586 3.21178 2.60346
12 S 2.29817 2.17064 1.83899
13 C 2.66476 1.11642 3.22618
14 O 1.28377 1.17572 1.04642
15 H 1.53687 3.79948 3.38310
16 H 0.27961 2.55390 3.02354
17 H 0.59668 3.87269 1.85420
18 H 1.74541 0.67256 3.58001
19 H 3.36482 0.34323 2.91135
20 H 3.12763 1.74029 3.99812

Atoms 1-3, force components in eV/Å:
Tl 5.3 -1.0 3.8
Lu -1.8 -1.1 -0.4
Cl -1.8 1.1 -0.8

The value obtained for the frontier orbital gap is 6.1 eV. Its net charge is +4. The calculation puts the lowest unoccupied orbital energy at -0.5971 Ha. The value obtained for the HOMO energy is -22.35 eV. As for the energy relative to the best compared isomer or geometry (same formula, charge and spin): 0.0 kJ/mol. Its spin multiplicity is 1.

4.
C5H6Cl2N2O2 | ωB97M-V/def2-TZVPD

Geometry (Å):
1 C -0.16189 1.49163 1.62795
2 C 0.19131 1.30679 0.35706
3 C -0.51243 -0.86747 -0.62432
4 C 0.18717 -1.89447 -1.45904
5 C -0.17108 2.83846 2.15436
6 N 0.21933 0.15137 -0.37531
7 N -2.13083 3.29231 1.92298
8 O -2.21383 4.46890 2.19517
9 O -2.91259 2.36548 1.85269
10 Cl -2.21548 -0.98142 -0.43474
11 Cl 0.00785 3.00851 3.88978
12 H -0.62114 0.79279 2.22489
13 H 0.61572 2.20618 -0.11251
14 H 0.95427 -1.51492 -1.97511
15 H 0.58683 -2.66027 -0.85970
16 H -0.57059 -2.30465 -2.01103
17 H 0.33553 3.63045 1.74695

Atoms 1-3, force components in eV/Å:
C 0.6 1.7 -0.7
C -0.3 0.4 -0.4
C 2.6 2.7 -0.6

The value obtained for the frontier orbital gap (spin up / spin down) is 8.0 / 8.0 eV. Its net charge is 0. The calculation puts the lowest unoccupied orbital energy (spin up / spin down) at -0.0209 / -0.0209 Ha. The value obtained for the HOMO energy (spin up / spin down) is -8.62 / -8.62 eV. As for the energy relative to the best compared isomer or geometry (same formula, charge and spin): 469.1 kJ/mol. Its spin multiplicity is 1.

5.
C5H6Cl2N4O2 | ωB97M-V/def2-TZVPD

Geometry (Å):
1 C 1.97196 -0.51441 0.16469
2 C 1.06099 0.26791 1.01614
3 C 1.69761 -0.82400 -1.13108
4 C -0.18415 0.61888 0.29207
5 C -0.35673 0.29874 -1.05973
6 N 0.55240 -0.43714 -1.72199
7 N -1.55097 -1.35544 0.77727
8 N -1.53045 0.45382 -1.63835
9 N -1.14136 1.41925 1.04806
10 O -0.81750 1.62378 2.17342
11 O -2.19804 1.71895 0.50465
12 Cl 2.74836 -1.73906 -2.14121
13 Cl 1.94250 1.82532 1.18690
14 H 2.92705 -0.71017 0.52062
15 H 1.00337 -0.08577 1.94979
16 H -1.12639 -1.89299 0.05093
17 H -0.97158 -1.55188 1.58688
18 H -2.28622 1.08902 -1.18111
19 H -1.74087 -0.20481 -2.39795

Atoms 1-3, force components in eV/Å:
C -0.4 -0.6 -1.0
C 0.3 1.7 -4.6
C -1.4 0.8 0.4

The value obtained for the frontier orbital gap (spin up / spin down) is 8.2 / 5.9 eV. Its net charge is 0. The calculation puts the lowest unoccupied orbital energy (spin up / spin down) at -0.0392 / -0.0997 Ha. The value obtained for the HOMO energy (spin up / spin down) is -9.28 / -8.66 eV. As for the energy relative to the best compared isomer or geometry (same formula, charge and spin): 305.5 kJ/mol. Its spin multiplicity is 1.

6.
C5H6Cl2O2S2 | ωB97M-V/def2-TZVPD

Geometry (Å):
1 C 0.34267 -0.80089 0.55609
2 C -0.60718 0.69161 -1.06131
3 C 0.42285 -1.92715 1.49771
4 C -1.81582 1.30025 -1.80244
5 C -0.72633 -0.02315 0.19068
6 O 1.58095 -0.55822 0.07350
7 O 0.57633 0.90786 -1.46550
8 S 1.20336 2.02138 1.28699
9 S 2.20773 1.10707 -0.07398
10 Cl -2.33328 -0.42962 0.71547
11 Cl 4.07495 0.52508 1.06854
12 H 1.30825 -1.98739 2.08414
13 H 0.68814 -2.74734 0.81901
14 H -0.48248 -2.09835 2.00898
15 H -1.50135 2.05043 -2.47594
16 H -2.34024 0.52125 -2.33344
17 H -2.59857 1.44717 -1.08850

Atoms 1-3, force components in eV/Å:
C 1.4 1.3 0.4
C 1.6 1.5 -0.4
C 0.0 -0.8 -1.7

The value obtained for the frontier orbital gap is 8.2 eV. Its net charge is 0. The calculation puts the lowest unoccupied orbital energy at -0.0430 Ha. The value obtained for the HOMO energy is -9.33 eV. As for the energy relative to the best compared isomer or geometry (same formula, charge and spin): 0.0 kJ/mol. Its spin multiplicity is 1.

7.
C5H6Cl2O3SScY | ωB97M-V/def2-TZVPD

Geometry (Å):
1 Sc 4.98828 -1.83673 -1.70068
2 Y 1.77515 -0.62121 0.38808
3 Cl 4.51987 -0.61374 0.39852
4 Cl 2.06599 -2.00593 -1.86420
5 C 0.08639 0.90108 -0.24128
6 C 7.28658 -2.67948 -1.44687
7 C 6.45105 -0.90503 -3.09769
8 O -0.82075 1.59956 -0.35357
9 O 8.40819 -2.48404 -1.65643
10 O 7.32892 -0.57390 -3.79297
11 C -2.32341 -2.65265 2.05787
12 S -1.24795 -1.28927 1.14207
13 C -1.31537 -0.09326 2.56152
14 H -2.26829 -3.60173 1.51967
15 H -3.40118 -2.52678 2.31117
16 H -1.71967 -2.78476 2.96223
17 H -2.21612 0.54662 2.80952
18 H -1.13878 -0.83263 3.39856
19 H -0.50727 0.69954 2.48515

Atoms 1-3, force components in eV/Å:
Sc -2.1 -0.4 1.7
Y -0.9 -2.0 0.3
Cl 0.3 -0.7 -1.3

The value obtained for the frontier orbital gap is 3.6 eV. Its net charge is +4. The calculation puts the lowest unoccupied orbital energy at -0.6657 Ha. The value obtained for the HOMO energy is -21.68 eV. As for the energy relative to the best compared isomer or geometry (same formula, charge and spin): 163.3 kJ/mol. Its spin multiplicity is 1.

8.
C5H6ClN3O | ωB97M-V/def2-TZVPD

Geometry (Å):
1 N 3.07130 -1.51888 0.02020
2 C 2.72314 -0.13555 -0.17278
3 O 3.55236 0.68658 -0.42076
4 C 1.21985 0.17691 -0.09573
5 C 0.21879 -0.66440 0.23560
6 C -0.88484 0.07581 0.52326
7 C -2.43697 -0.18364 0.87787
8 Cl -3.36565 -0.40718 -0.64272
9 N -0.53533 1.40720 0.33072
10 N 0.84353 1.49611 -0.05266
11 H 4.17268 -1.85839 0.24697
12 H 2.30691 -2.13381 0.69869
13 H 0.09615 -1.73593 0.23322
14 H -2.67566 -1.07974 1.49755
15 H -2.73760 0.67970 1.27059
16 H -1.06162 2.25190 0.04809

Atoms 1-3, force components in eV/Å:
N -0.3 -2.6 3.2
C 0.1 -1.7 0.1
O 0.2 0.5 -0.2

The value obtained for the frontier orbital gap is 10.3 eV. Its net charge is 0. The calculation puts the lowest unoccupied orbital energy at 0.0206 Ha. The value obtained for the HOMO energy is -9.75 eV. As for the energy relative to the best compared isomer or geometry (same formula, charge and spin): 79.5 kJ/mol. As for the structure (SMILES): NC(=O)c1cc(CCl)[nH]n1. Its spin multiplicity is 1.

9.
C5H6ClN3O | ωB97M-V/def2-TZVPD

Geometry (Å):
1 C 1.44508 1.46724 -0.10352
2 C 2.20562 0.35633 -0.09281
3 C -0.37930 -0.76851 0.02630
4 C 1.32163 -0.90716 -0.00794
5 C -2.01959 0.97976 0.08402
6 N 0.11635 1.54672 -0.11975
7 N -0.72056 0.47242 0.07933
8 N -0.78361 -2.01094 -0.16878
9 O 1.68320 -2.06598 0.05351
10 Cl 3.89754 0.36583 0.00501
11 H 1.99284 2.42611 -0.17400
12 H -2.78202 0.17829 0.44078
13 H -2.04635 1.99943 0.66967
14 H -2.38062 1.21586 -0.88861
15 H 0.03259 -2.72785 -0.15611
16 H -1.58280 -2.52755 0.35289

Atoms 1-3, force components in eV/Å:
C 0.2 1.6 -0.4
C -1.5 -2.4 0.5
C 9.8 -3.4 -0.2

The value obtained for the frontier orbital gap (spin up / spin down) is 5.8 / 7.9 eV. Its net charge is 0. The calculation puts the lowest unoccupied orbital energy (spin up / spin down) at 0.0276 / -0.0667 Ha. The value obtained for the HOMO energy (spin up / spin down) is -5.03 / -9.69 eV. As for the energy relative to the best compared isomer or geometry (same formula, charge and spin): 0.0 kJ/mol. Its expectation value of S² is 2.04. Its spin multiplicity is 3.

10.
C5H6ClNO | ωB97M-V/def2-TZVPD

Geometry (Å):
1 O 1.81355 1.22688 -0.51183
2 C 0.97458 0.45914 0.31531
3 C -0.28102 1.24796 0.64103
4 C -1.36333 0.63142 0.18468
5 Cl -2.99363 1.18218 0.33928
6 C -1.04886 -0.66096 -0.47517
7 N -0.42042 -1.61665 0.46064
8 C 0.42197 -0.78080 -0.39231
9 H 2.70929 0.82163 -0.51030
10 H 1.54937 0.16387 1.22089
11 H -0.25782 2.16235 1.19197
12 H -1.65837 -1.02662 -1.33860
13 H -0.47767 -2.55629 0.08215
14 H 1.03237 -1.25411 -1.20773

Atoms 1-3, force components in eV/Å:
O 1.1 -0.1 -0.4
C -0.1 -0.4 0.5
C 0.3 -0.5 -0.1

The value obtained for the frontier orbital gap is 10.2 eV. Its net charge is 0. The calculation puts the lowest unoccupied orbital energy at 0.0267 Ha. The value obtained for the HOMO energy is -9.43 eV. As for the energy relative to the best compared isomer or geometry (same formula, charge and spin): 188.0 kJ/mol. As for the structure (SMILES): O[C@H]1C=C(Cl)[C@@H]2N[C@H]12. Its spin multiplicity is 1.

11.
C5H6ClNO | ωB97M-V/def2-TZVPD

Geometry (Å):
1 C -0.50064 0.52135 -0.51703
2 C -0.47104 -0.92007 -0.52544
3 C 0.79596 0.97951 -0.08707
4 C 1.56646 -0.13988 0.09323
5 C -2.19549 0.92988 0.63373
6 N 0.76044 -1.23807 -0.12060
7 O 1.50250 2.16119 -0.08661
8 Cl -3.53304 0.10168 -0.11134
9 H -0.90303 0.98726 -1.37919
10 H -1.31732 -1.57428 -0.61534
11 H -2.03255 0.49372 1.64812
12 H 2.65987 0.00591 0.40536
13 H 0.96088 -2.24920 0.01818
14 H 1.00954 3.07734 -0.15386

Atoms 1-3, force components in eV/Å:
C -1.2 -0.1 -0.1
C 0.6 2.7 0.9
C 1.3 -0.8 -0.4

The value obtained for the frontier orbital gap (spin up / spin down) is 7.3 / 7.3 eV. Its net charge is 0. The calculation puts the lowest unoccupied orbital energy (spin up / spin down) at 0.0074 / 0.0073 Ha. The value obtained for the HOMO energy (spin up / spin down) is -7.09 / -7.10 eV. As for the energy relative to the best compared isomer or geometry (same formula, charge and spin): 526.6 kJ/mol. Its spin multiplicity is 1.

12.
C5H6ClNS | ωB97M-V/def2-TZVPD

Geometry (Å):
1 C -0.45774 1.42986 1.22908
2 C -1.27213 0.45519 0.56111
3 C -0.77183 -0.63321 -0.20693
4 C 0.58317 -0.84272 -0.72580
5 C 0.84147 0.46048 -1.37303
6 H 0.47187 1.35888 0.45418
7 H -0.17116 1.24088 2.47366
8 H -1.05271 2.33715 0.91906
9 H -2.30356 0.57008 0.73434
10 H 0.65867 -1.61685 -1.48143
11 H 2.72458 -2.92413 -0.74310
12 N 0.69041 1.67045 -1.76836
13 S 2.06429 -1.62219 0.42558
14 Cl -2.00532 -1.88389 -0.49838

Atoms 1-3, force components in eV/Å:
C 3.0 0.8 -0.4
C 1.7 -4.9 -1.4
C -3.5 1.8 3.3

The value obtained for the frontier orbital gap is 8.0 eV. Its net charge is 0. The calculation puts the lowest unoccupied orbital energy at -0.0424 Ha. The value obtained for the HOMO energy is -9.14 eV. As for the energy relative to the best compared isomer or geometry (same formula, charge and spin): 573.2 kJ/mol. Its spin multiplicity is 1.